# 1
19
Properties=species:S:1:pos:R:3:forces:R:3:nbo_charge:R:1 method="wB97M-V/def2-TZVPD" homo_energy_ev=-12.74 spin_multiplicity=1 e_tot_ha=-290.24223 homo_lumo_gap_ev=9.236 total_charge=+1 smiles="C=CC(=C)CC[NH3+]" de_lowest_kcal_mol=50.0 largest_force_ev_per_a=2.43
C -1.393423 0.788014 -0.952509 -0.3 -0.6 1.7 -0.196
C 0.096803 0.540634 -1.211651 -1.1 -0.4 -2.1 -0.474
C 0.934137 -0.130845 -0.148701 0.6 1.3 -0.6 -0.104
C 2.105389 -0.739742 -0.451958 -1.4 0.3 1.1 -0.315
C 0.908437 -0.237319 2.301834 1.2 -1.0 0.8 -0.306
C 0.647296 0.429439 1.185975 0.7 0.7 0.6 -0.323
N -1.909557 -0.531788 -0.347990 -0.7 -0.6 -1.0 -0.692
H -1.593909 1.511018 -0.161875 0.1 0.1 -0.1 0.226
H -2.041229 1.004313 -1.796969 0.4 0.1 -0.2 0.239
H 0.072075 0.070452 -2.207828 0.6 -0.5 0.3 0.237
H 0.599835 1.476617 -1.459163 -0.2 0.3 0.3 0.266
H 2.200832 -1.467768 -1.246388 0.5 0.7 -0.5 0.225
H 2.876126 -0.456985 0.254729 0.4 -1.2 0.1 0.223
H 1.550410 -1.129587 2.292989 -0.8 -0.1 -0.4 0.208
H 0.712798 0.068208 3.323456 -0.2 0.6 -0.3 0.221
H 0.346173 1.470015 1.336648 -0.6 -0.3 -0.5 0.225
H -1.298484 -0.791567 0.433407 -0.1 -0.1 0.1 0.462
H -2.900557 -0.593375 -0.092410 0.2 0.8 0.6 0.444
H -1.913151 -1.279725 -1.051605 0.9 0.1 0.0 0.434

# 2
19
Properties=species:S:1:pos:R:3:forces:R:3:nbo_charge:R:1 method="wB97M-V/def2-TZVPD" homo_energy_ev=-8.15 spin_multiplicity=1 e_tot_ha=-456.50489 homo_lumo_gap_ev=8.953 de_lowest_kcal_mol=30.9 largest_force_ev_per_a=0.94
C -1.395749 0.333945 -1.394518 -0.1 0.3 0.1 -0.421
C -0.451889 -0.936815 1.705932 0.5 -0.2 -0.2 -0.661
C 0.529821 -1.321795 -1.191888 -0.5 -0.5 -0.7 0.888
N -0.760179 -0.954665 -1.499378 0.1 -0.5 -0.1 -0.651
C 0.495661 -0.101555 0.898262 -0.2 0.4 0.4 0.197
N 1.626241 1.957895 0.359702 0.3 0.1 -0.1 -0.819
C 0.825031 1.165085 1.171252 -0.1 -0.5 -0.3 -0.053
O 1.162231 -0.739945 -0.154368 0.2 0.5 0.3 -0.517
O 1.087941 -2.192665 -1.816218 0.1 0.1 0.2 -0.619
H -1.074789 -1.489605 -2.299168 0.2 0.0 0.2 0.401
H 2.137351 2.682715 0.846602 -0.1 -0.2 -0.2 0.380
H 2.207391 1.418715 -0.271658 0.0 0.2 0.1 0.388
H 0.378671 1.661735 2.018992 -0.1 0.0 0.1 0.200
H -2.474599 0.186205 -1.336648 0.0 0.1 0.0 0.201
H -1.170769 0.953115 -2.262258 0.0 0.2 0.0 0.189
H -1.062409 0.845635 -0.500228 -0.1 0.1 0.0 0.226
H -0.993989 -1.621085 1.056962 -0.1 0.0 0.0 0.228
H 0.093091 -1.534355 2.438962 0.0 -0.1 0.0 0.221
H -1.159049 -0.312555 2.229662 -0.2 0.2 0.2 0.222